[1]
Below is C27H52P2ScSi as an isolated structure, with properties calculated with ωB97M-V/def2-TZVPD.

Values from the calculation:
- net charge = +1
- relative energy (zero: lowest compared OMol25 entry of this formula, charge and spin) (kcal per mole) = 126.22
- multiplicity = 1
- gap between HOMO and LUMO (spin up / spin down) (eV) = 6.0 / 5.5
- HOMO (spin up / spin down) (eV) = -9.23 / -9.32

Element x y z (Å)
Sc: 1.096 -0.180 -1.388
C: -0.837 2.833 2.032
C: -1.736 2.576 0.956
C: -2.410 1.316 2.758
C: -1.247 2.043 3.141
C: -2.704 1.638 1.408
C: 0.339 3.727 2.019
H: 0.340 4.352 1.128
H: 1.278 3.165 2.036
H: 0.357 4.401 2.881
C: -0.588 1.973 4.458
H: 0.101 2.818 4.583
H: -0.009 1.044 4.582
H: -1.321 2.015 5.279
C: -3.158 0.368 3.607
H: -3.152 0.671 4.661
H: -2.744 -0.650 3.555
H: -4.206 0.315 3.291
C: -3.790 1.036 0.598
H: -4.774 1.099 1.077
H: -3.594 -0.029 0.416
H: -3.871 1.534 -0.368
C: -1.644 3.124 -0.405
H: -2.298 3.987 -0.597
H: -1.918 2.366 -1.148
H: -0.626 3.454 -0.639
C: 2.942 -0.606 -2.257
C: 2.413 0.772 -2.685
C: 1.461 1.279 -3.727
C: 0.018 0.760 -3.807
C: -0.626 0.181 -2.514
C: -0.590 -1.387 -2.393
C: 0.631 -2.290 -1.925
C: 2.049 -1.947 -2.544
H: 1.917 1.249 -4.750
H: -0.091 0.014 -4.605
H: 1.399 2.372 -3.527
H: 1.926 -2.006 -3.633
H: 3.821 -0.864 -2.882
H: 3.303 1.427 -2.669
H: 2.723 -2.784 -2.260
H: 0.685 -2.451 -0.821
H: -0.815 -1.719 -3.424
H: 0.370 -3.270 -2.339
H: -0.618 1.623 -4.091
H: -1.693 0.355 -2.709
P: 4.621 1.309 -0.605
C: 5.672 1.377 0.892
C: 3.117 2.314 -0.080
P: -2.417 -2.132 -1.689
C: 3.591 -0.269 -0.853
C: -3.521 -1.183 -2.795
C: -2.459 -3.816 -2.431
H: 5.283 0.842 1.768
H: 5.815 2.444 1.150
H: 6.653 0.971 0.598
H: 2.646 2.722 -0.996
H: 3.331 3.151 0.603
H: 2.373 1.654 0.414
H: -1.737 -3.863 -3.252
H: -3.479 -4.030 -2.767
H: -2.222 -4.537 -1.637
H: 4.017 -1.135 -0.338
H: -0.524 0.884 -1.603
H: -4.498 -1.117 -2.291
H: -3.622 -1.675 -3.772
H: -3.188 -0.148 -2.939
C: 1.215 -3.618 1.522
Si: 0.238 -2.027 1.819
C: -1.514 -2.631 1.440
C: 0.291 -1.661 3.665
C: 0.826 -0.538 0.811
H: 0.899 -4.319 2.314
H: 2.300 -3.470 1.606
H: 0.992 -4.089 0.552
H: -1.831 -3.214 2.321
H: -2.246 -1.828 1.267
H: -1.537 -3.313 0.573
H: 1.173 -1.070 3.948
H: -0.603 -1.129 4.010
H: 0.341 -2.634 4.185
H: 0.104 0.275 1.018
H: 1.791 -0.197 1.212

These are the Mulliken partial charges, in e, on atoms 1 to 6: number 1, Sc, carries -2.218; number 2, C, carries 0.353; number 3, C, carries 0.929; number 4, C, carries 0.686; number 5, C, carries 0.921; number 6, C, carries 0.497

---

[2]
Below is C18H20N2O2SeSiTl as an isolated structure, with properties calculated with ωB97M-V/def2-TZVPD.

Values from the calculation:
- net charge = -1
- multiplicity = 1
- gap between HOMO and LUMO (eV) = 6.8
- HOMO (eV) = -4.18

Element x y z (Å)
Tl: 2.401 2.536 -1.467
C: 6.318 0.240 -0.996
Si: 4.875 -0.302 -2.089
C: 3.484 -0.868 -0.954
C: 5.472 -1.836 -3.013
Se: 4.264 1.283 -3.536
H: 6.848 -0.625 -0.583
H: 5.976 0.860 -0.161
H: 7.025 0.831 -1.583
H: 3.795 -1.701 -0.314
H: 2.626 -1.197 -1.546
H: 3.127 -0.079 -0.286
H: 5.986 -2.534 -2.342
H: 6.165 -1.542 -3.806
H: 4.632 -2.358 -3.479
O: -0.350 2.726 -2.049
C: -0.584 1.881 -1.182
N: -1.841 1.593 -0.705
C: -1.798 0.590 0.330
C: -0.247 0.288 0.319
O: 0.239 -0.563 1.039
N: 0.363 1.108 -0.565
C: -2.142 1.122 1.716
C: -2.238 0.230 2.784
C: -2.500 0.689 4.064
C: -2.671 2.049 4.301
C: -2.562 2.942 3.246
C: -2.292 2.481 1.962
C: -2.636 -0.624 -0.046
C: -2.076 -1.746 -0.648
C: -2.878 -2.814 -1.031
C: -4.249 -2.774 -0.820
C: -4.815 -1.659 -0.218
C: -4.012 -0.596 0.169
H: -2.670 2.040 -1.052
H: -2.084 -0.827 2.601
H: -2.563 -0.016 4.884
H: -2.881 2.406 5.302
H: -2.681 4.005 3.421
H: -2.183 3.186 1.147
H: -1.005 -1.791 -0.806
H: -2.422 -3.679 -1.498
H: -4.872 -3.609 -1.117
H: -5.885 -1.615 -0.049
H: -4.459 0.265 0.655

These are the Mulliken partial charges, in e, on atoms 1 to 6: number 1, Tl, carries 0.477; number 2, C, carries -1.016; number 3, Si, carries 0.489; number 4, C, carries -0.954; number 5, C, carries -1.068; number 6, Se, carries -0.656